An isolated molecule of C4H5BrN2O at a distorted geometry. Source: the OMol25 dataset; level of theory: ωB97M-V/def2-TZVPD.

Last column: Löwdin charge in e.
Element x y z (Å)
Br: 0.90552 -4.38700 -0.40849  0.82
N: -0.86077 -0.41260 -0.45970  -0.07
C: 0.72716 0.77905 0.78297  -0.29
N: -1.58229 -1.37538 -1.13716  0.00
H: 1.79097 0.63636 0.81939  0.09
C: -0.50166 -3.38184 -0.23763  -0.60
H: -1.23248 0.46192 -0.73673  0.12
H: 0.19797 1.60072 -0.83878  0.11
H: 0.29658 0.87977 1.81077  0.14
O: 0.30538 1.95840 0.11328  -0.10
C: 0.19349 -0.48743 0.22461  -0.03
H: -1.93786 -3.35720 -1.71602  0.17
C: -1.23772 -2.61470 -1.10591  -0.37

Forces on atoms 1 to 3 (eV/Å):
Br 1.540 -0.942 -0.494
N -0.218 -0.306 -0.795
C -1.218 -0.128 0.945

Results
Charge: 0
Orbital gap (alpha / beta): 7.2149 / 7.2175 eV
LUMO (alpha / beta): -1.057 / -1.055 eV
E: -2913.91842 Eh
ΔE to the lowest compared entry with this formula, charge and spin: 673.0 kJ/mol


An isolated molecule of C4H5BrN2O at a distorted geometry. Source: the OMol25 dataset; level of theory: ωB97M-V/def2-TZVPD.

Last column: Löwdin charge in e.
Element x y z (Å)
C: -0.17566 1.06901 -1.47305  -0.32
H: 2.83291 -1.16260 -0.32776  0.13
C: 0.87515 -0.66503 -0.06863  -0.58
O: 0.40347 -1.73884 0.07043  0.11
N: -0.30606 1.45764 -2.54044  0.20
C: -0.04780 0.69102 -0.13327  -0.76
H: -1.65252 -0.66400 0.29247  0.07
N: 2.14664 -0.41825 -0.30764  0.15
Br: 0.88576 2.03820 0.93955  0.79
C: -1.47683 0.41110 0.37826  -0.10
H: 2.49884 0.45505 -0.62026  0.07
H: -1.68699 0.67035 1.48673  0.10
H: -2.31100 0.94037 -0.27247  0.13

Forces on atoms 1 to 3 (eV/Å):
C 0.389 1.048 -1.397
H -0.520 -0.102 0.022
C -1.007 2.205 -0.716

Results
Charge: 0
Orbital gap: 10.4013 eV
LUMO: 0.059 eV
Structure (SMILES): C[C@](Br)(C#N)C(N)=O
E: -2914.17474 Eh
ΔE to the lowest compared entry with this formula, charge and spin: 0.0 kJ/mol


An isolated molecule of C4H5BrN2O2S at a distorted geometry. Source: the OMol25 dataset; level of theory: ωB97M-V/def2-TZVPD.

Last column: Löwdin charge in e.
Element x y z (Å)
H: -2.00654 2.12004 0.77870  0.08
C: 0.18006 1.44744 0.81184  -0.69
O: -0.10607 2.17064 3.12687  0.13
C: -0.28013 -0.39619 -0.59151  -0.69
O: -1.75677 2.38980 1.68193  0.07
H: -1.73098 -1.64480 -0.92854  0.09
C: 1.50672 0.68863 0.95055  -0.50
S: 1.52530 -0.64852 -0.23060  0.91
H: -0.24500 -2.19493 -1.56569  0.08
N: -0.83358 -1.43935 -1.27261  0.08
C: -0.54177 2.03689 2.02242  -0.63
H: 1.55021 0.18994 2.06546  0.16
H: 2.29562 1.35667 0.70843  0.04
Br: 0.21664 2.92235 -0.47556  0.81
N: -0.97456 0.36692 0.17039  0.06

Forces on atoms 1 to 3 (eV/Å):
H 0.322 -0.151 0.350
C -2.209 -2.352 -1.298
O 0.347 -0.110 -0.066

Results
Charge: 0
Orbital gap: 9.9157 eV
LUMO: 0.302 eV
Structure (SMILES): NC1=N[C@@](Br)(C(=O)O)CS1
E: -3387.59787 Eh
ΔE to the lowest compared entry with this formula, charge and spin: 0.0 kJ/mol


A cluster of 2 separate species, C4H5BrO2 in total at a distorted geometry. Source: the OMol25 dataset; level of theory: ωB97M-V/def2-TZVPD.

Last column: Löwdin charge in e.
Element x y z (Å)
C: 0.94313 -1.25396 -1.22791  -0.03
H: -1.70309 2.02145 1.64297  0.11
O: -0.17178 1.94306 0.02842  -0.04
H: 0.69426 -0.42123 -1.76290  0.06
O: 1.18741 -1.40426 1.25173  0.16
C: -0.64312 0.68263 0.20027  -0.75
C: 0.82111 -1.05518 0.19859  -0.19
H: 0.17716 -1.81537 -1.50095  0.04
H: 1.75074 -1.80386 -1.59003  0.09
Br: -2.19636 -0.00923 -0.75950  0.64
H: -0.13084 1.50303 2.24250  0.13
C: -0.72862 1.61293 1.27681  -0.22

Forces on atoms 1 to 3 (eV/Å):
C 2.078 0.081 1.714
H 0.578 0.069 -1.270
O 0.275 1.173 -0.811

Results
Charge: 0
Orbital gap: 8.8723 eV
LUMO: 0.653 eV
E: -2879.74972 Eh
ΔE to the lowest compared entry with this formula, charge and spin: 362.9 kJ/mol